Record 1
238
Properties=species:S:1:pos:R:3:forces:R:3:mulliken_charge:R:1 method="wB97M-V/def2-TZVPD" total_charge=0 e_homo_ev=-8.5 gap_ev=9.0604 max_force_ev_per_a=3.25
C 11.085 2.590 -5.338 0.34 0.06 0.16 -0.7698
O 10.832 3.205 -6.610 -0.43 -1.34 0.24 -0.3548
C 10.373 2.197 -7.559 0.95 -0.12 -1.22 -0.5943
C 10.041 2.882 -8.888 0.19 1.10 1.25 -0.6577
N 8.989 3.881 -8.596 0.37 -0.14 -1.55 -0.5168
C 7.679 3.259 -8.480 0.04 -0.80 0.49 -0.6940
C 7.259 2.250 -9.603 0.12 1.00 2.15 -0.7060
O 7.754 0.949 -9.306 0.87 1.11 0.19 -0.2526
C 7.474 0.076 -10.332 -0.50 -1.74 -0.13 -0.8249
H 11.487 3.245 -4.565 -0.42 0.99 -0.49 0.2834
H 11.909 1.877 -5.362 -0.23 -0.62 -0.60 0.3057
H 10.183 2.147 -4.916 -0.06 -0.25 -0.16 0.2983
H 9.515 1.593 -7.265 -0.05 0.22 0.71 0.4178
H 11.176 1.508 -7.821 0.35 -0.25 0.58 0.4420
H 9.797 2.180 -9.686 -0.16 0.03 0.28 0.2838
H 10.935 3.432 -9.183 0.06 0.03 -0.19 0.4092
H 9.239 4.130 -7.649 -0.06 0.80 0.02 0.3449
H 6.928 4.034 -8.326 -0.11 0.05 -0.47 0.3927
H 7.751 2.771 -7.508 -0.95 -0.90 0.02 0.4009
H 7.601 2.666 -10.551 -0.05 -0.32 -0.32 0.3611
H 6.175 2.166 -9.530 -0.23 0.27 -0.54 0.5332
H 6.395 0.010 -10.471 -0.24 0.23 -0.54 0.3195
H 7.744 -0.934 -10.026 0.24 0.01 0.28 0.2653
H 8.010 0.229 -11.269 -0.06 0.57 -0.16 0.3129
C -8.992 1.694 4.401 -1.40 -0.44 0.20 -1.4553
C -8.711 3.090 3.844 0.01 -0.84 2.19 0.4141
C -8.562 4.086 5.037 0.04 -0.35 -0.88 -0.6186
O -9.802 4.210 5.611 -1.73 -0.47 1.78 -0.3035
C -9.858 5.009 6.795 -1.12 0.17 -1.08 -0.7474
N -7.518 2.905 3.091 0.86 1.46 -1.30 -0.7210
H -8.943 0.929 3.627 0.30 0.17 -0.18 0.4010
H -9.985 1.555 4.829 -0.12 0.40 0.09 0.3432
H -8.312 1.414 5.205 0.35 0.18 -0.09 0.3442
H -9.515 3.490 3.226 -0.02 -0.29 -0.21 0.2981
H -8.313 5.097 4.714 0.89 0.12 -0.38 0.3831
H -7.846 3.688 5.757 0.46 0.05 0.03 0.2888
H -10.912 5.098 7.058 -0.14 -0.04 -0.23 0.2527
H -9.544 6.007 6.490 0.48 0.21 0.60 0.3147
H -9.416 4.615 7.710 0.81 -0.17 -0.36 0.2843
H -6.737 2.516 3.600 -0.21 -0.30 0.43 0.2598
H -7.223 3.844 2.866 0.53 0.14 -0.62 0.2616
C -1.260 -1.083 0.515 -0.14 -0.75 -0.28 -1.4984
C -0.443 0.198 0.742 -0.13 -1.32 -0.54 0.6513
C -0.468 1.031 -0.500 1.20 1.25 -1.67 -0.7307
O 0.385 0.494 -1.551 0.40 -0.33 0.46 -0.3321
C 0.853 1.457 -2.535 -1.28 -0.44 1.94 -0.6628
N -1.041 0.836 1.887 -0.94 0.07 0.32 -0.7330
H -1.311 -1.754 1.372 0.63 -0.04 0.28 0.4044
H -0.940 -1.680 -0.339 0.32 0.15 0.02 0.3327
H -2.325 -0.917 0.352 -0.02 0.77 -0.21 0.3925
H 0.582 -0.020 1.044 0.36 -0.43 -0.81 0.2119
H -0.111 2.030 -0.248 0.25 0.29 0.13 0.3193
H -1.455 1.205 -0.929 -0.41 -0.35 0.25 0.3242
H 1.441 2.213 -2.016 0.12 0.22 -0.11 0.2745
H -0.081 1.896 -2.886 0.37 0.38 -0.87 0.2942
H 1.475 0.964 -3.282 -0.42 -0.12 0.06 0.2314
H -0.390 1.396 2.420 0.16 0.09 -0.06 0.2678
H -1.214 -0.012 2.408 -0.48 0.55 1.11 0.2530
C 1.250 11.013 -10.963 0.15 -2.29 0.49 -1.5044
C 0.009 10.646 -10.132 1.02 -0.03 -0.64 0.6592
C 0.286 9.807 -8.878 0.64 -0.51 -0.39 -0.7963
O 0.608 8.406 -9.109 -0.72 0.93 -0.31 -0.3319
C -0.474 7.653 -9.693 0.79 0.70 0.55 -0.6648
N -0.477 11.934 -9.754 -1.38 0.88 1.01 -0.7510
H 1.877 11.680 -10.371 -0.30 0.52 -0.35 0.3813
H 0.961 11.324 -11.967 0.26 0.43 0.18 0.3931
H 1.863 10.116 -11.047 0.10 -0.15 -0.41 0.3655
H -0.781 10.163 -10.708 0.33 -0.54 -0.46 0.3089
H -0.549 9.945 -8.191 -0.39 -0.40 0.07 0.3298
H 1.146 10.224 -8.353 0.15 -0.06 -0.09 0.3031
H -0.174 6.606 -9.670 -0.10 0.09 0.10 0.2429
H -0.660 7.946 -10.727 -0.04 0.01 -0.06 0.2545
H -1.363 7.833 -9.088 -0.29 -0.26 -0.08 0.3124
H -1.460 11.805 -9.561 -0.35 0.46 0.45 0.2308
H -0.466 12.534 -10.567 0.14 0.21 -0.05 0.2669
C -8.723 -0.091 -5.422 0.50 0.26 -0.84 -1.4507
C -10.109 -0.472 -4.960 -0.34 -0.47 -0.30 0.6759
C -10.808 -1.697 -5.665 0.70 0.10 -0.78 -0.7229
O -10.888 -1.613 -7.091 0.13 -0.12 0.35 -0.3451
C -11.694 -0.576 -7.587 0.64 -0.04 -0.14 -0.6570
N -10.073 -0.691 -3.526 -0.52 -0.83 0.51 -0.7232
H -8.575 -0.105 -6.501 -0.45 0.12 -0.16 0.3254
H -7.883 -0.690 -5.071 -0.38 -0.34 0.52 0.3831
H -8.553 0.934 -5.091 0.21 0.07 0.00 0.3673
H -10.754 0.401 -5.058 -0.11 0.15 -0.95 0.2294
H -11.817 -1.887 -5.301 -0.18 0.34 0.49 0.3438
H -10.269 -2.639 -5.569 0.33 0.23 0.66 0.2731
H -12.735 -0.646 -7.270 -0.14 0.02 0.25 0.2807
H -11.659 -0.675 -8.672 -0.04 0.20 0.02 0.2336
H -11.235 0.362 -7.274 -0.42 0.42 -0.22 0.2768
H -9.578 0.053 -3.054 0.22 0.13 -0.09 0.2530
H -11.038 -0.578 -3.251 -0.13 -0.23 0.66 0.2582
C 7.629 8.748 -2.756 -0.12 -1.00 0.76 -1.5790
C 7.987 9.808 -3.780 -1.06 -0.94 0.57 0.7486
C 7.498 11.157 -3.308 1.60 0.35 -0.40 -0.7864
O 7.551 12.071 -4.401 -1.61 0.47 0.32 -0.3214
C 6.518 13.051 -4.235 0.95 0.62 -0.83 -0.7315
N 9.406 9.745 -4.029 0.83 0.17 -0.65 -0.7990
H 7.686 7.746 -3.181 -0.08 -0.04 -0.31 0.3732
H 6.638 8.831 -2.310 -0.20 0.24 -0.34 0.3862
H 8.289 8.666 -1.892 0.40 0.58 -0.04 0.4028
H 7.468 9.525 -4.696 -0.53 0.30 -0.12 0.2060
H 8.226 11.544 -2.595 0.00 -0.16 0.55 0.2861
H 6.527 11.105 -2.814 -0.23 -0.05 -0.35 0.4305
H 5.527 12.603 -4.156 0.01 -0.02 0.09 0.3091
H 6.561 13.739 -5.079 -0.16 -0.44 -0.48 0.2733
H 6.720 13.762 -3.434 -0.02 -0.44 0.77 0.2859
H 9.666 8.779 -4.171 0.02 -0.50 0.60 0.2526
H 9.555 10.052 -4.980 0.19 0.87 -0.14 0.2630
C 1.376 6.330 7.432 0.36 0.87 0.77 -1.5206
C 2.483 5.450 6.927 0.64 -1.10 -1.11 0.4759
C 3.904 5.949 7.263 -0.10 -0.10 -0.73 -0.6148
O 4.987 5.193 6.663 -1.07 0.13 0.93 -0.3320
C 5.241 5.458 5.300 -0.46 -0.38 0.18 -0.6803
N 2.269 4.086 7.416 0.10 0.18 0.21 -0.7110
H 1.355 7.303 6.940 -0.30 -0.14 -0.38 0.3529
H 1.589 6.611 8.463 0.08 -0.14 0.39 0.3138
H 0.407 5.833 7.475 0.13 0.04 -0.49 0.3944
H 2.454 5.338 5.843 -0.32 0.33 -0.25 0.2690
H 3.962 5.870 8.348 0.62 0.06 0.05 0.3465
H 4.022 6.985 6.944 -0.04 0.32 0.16 0.3212
H 6.004 4.732 5.018 0.25 0.44 -0.11 0.2460
H 5.511 6.501 5.131 0.41 0.06 0.02 0.2982
H 4.384 5.255 4.659 -0.31 -0.06 -0.02 0.2835
H 2.893 3.459 6.930 0.14 -0.13 -0.09 0.2799
H 2.607 4.095 8.368 -0.12 -0.38 0.47 0.2776
C 3.334 -4.181 10.952 0.19 -0.43 0.06 -1.5232
C 3.291 -3.230 9.761 -0.51 0.67 -1.02 0.5807
C 3.990 -3.729 8.537 1.96 -0.63 -0.89 -0.8101
O 4.206 -2.677 7.577 0.10 -0.52 0.12 -0.3408
C 4.885 -3.158 6.405 -0.60 0.59 0.39 -0.6542
N 1.909 -2.861 9.362 0.12 -0.63 1.07 -0.7401
H 4.349 -4.392 11.288 0.23 0.66 0.08 0.3961
H 3.017 -5.208 10.771 -0.65 0.05 -0.57 0.3595
H 2.743 -3.812 11.790 0.09 0.15 -0.09 0.3776
H 3.842 -2.318 9.991 -0.12 0.17 0.38 0.2338
H 3.572 -4.577 7.993 -1.01 -0.10 0.20 0.3574
H 4.949 -4.159 8.826 0.64 0.23 0.21 0.3952
H 5.970 -3.070 6.458 0.12 -0.19 0.44 0.2474
H 4.587 -2.517 5.575 -0.20 -0.10 -0.01 0.2378
H 4.589 -4.189 6.213 0.09 -0.07 -0.21 0.3033
H 1.503 -3.778 9.246 -0.78 -0.10 -0.06 0.2817
H 1.898 -2.467 8.432 0.32 0.28 -0.11 0.2979
C -4.807 2.062 11.579 -0.58 -0.08 -0.44 -1.3656
C -3.853 2.806 12.495 -0.40 0.09 0.22 0.5534
C -4.555 3.643 13.649 0.61 -0.80 -0.51 -0.7449
O -5.587 4.577 13.302 1.48 0.00 0.43 -0.3665
C -5.103 5.798 12.729 -0.83 -0.44 -0.90 -0.7161
N -2.831 1.863 13.021 -0.23 0.92 0.53 -0.6708
H -5.336 1.259 12.093 0.28 -0.21 0.24 0.3172
H -4.232 1.638 10.756 0.00 -0.22 0.01 0.3732
H -5.620 2.615 11.110 0.16 0.62 0.12 0.3132
H -3.263 3.517 11.917 -0.13 0.16 -0.21 0.2035
H -3.717 4.130 14.148 -0.11 0.28 0.28 0.3906
H -5.015 2.944 14.348 -0.07 -0.03 0.03 0.3622
H -4.167 6.258 13.046 0.29 -0.72 0.69 0.3210
H -5.863 6.562 12.895 -0.16 -0.18 -0.13 0.2603
H -5.007 5.583 11.664 0.06 0.51 -0.27 0.2733
H -3.196 1.160 13.647 -0.34 0.01 0.03 0.2482
H -2.377 1.372 12.264 -0.02 0.10 -0.12 0.2478
C 13.007 -2.483 0.622 -0.84 0.14 -0.28 -1.3404
C 12.067 -3.701 0.600 -0.95 2.28 -0.10 0.3560
C 10.916 -3.449 -0.462 -0.22 -0.36 0.52 -0.6437
O 9.975 -2.391 -0.232 1.05 0.02 0.70 -0.3381
C 8.943 -2.413 -1.183 -0.48 0.14 0.49 -0.6970
N 12.841 -4.859 0.294 -0.07 -0.79 -0.34 -0.7036
H 13.129 -2.201 -0.424 0.57 0.10 -0.08 0.2950
H 13.965 -2.655 1.113 -0.14 -0.18 -0.08 0.3821
H 12.512 -1.625 1.078 0.00 -0.03 0.14 0.3243
H 11.582 -3.788 1.572 0.07 -0.30 0.10 0.3689
H 10.341 -4.374 -0.501 -0.08 -0.37 -0.12 0.3158
H 11.358 -3.292 -1.445 0.32 -0.03 -0.24 0.3071
H 9.363 -2.488 -2.186 -0.31 -0.14 -0.20 0.2984
H 8.306 -1.534 -1.086 0.60 0.52 -0.05 0.2628
H 8.210 -3.181 -0.934 0.24 -0.79 -0.41 0.2845
H 13.210 -4.759 -0.641 0.38 0.07 -0.21 0.2604
H 12.253 -5.678 0.238 -0.13 -0.27 0.18 0.2677
C -6.293 -9.841 -5.930 -0.29 -0.58 0.12 -1.2917
C -5.127 -10.338 -5.089 -1.41 -2.65 1.24 0.5434
C -4.265 -11.415 -5.756 0.24 1.60 -1.05 -0.7808
O -5.005 -12.467 -6.344 0.38 0.11 0.50 -0.3001
C -4.175 -13.432 -6.998 -0.50 1.07 -0.28 -0.7134
N -4.386 -9.254 -4.581 1.44 2.30 0.34 -0.7066
H -6.962 -9.154 -5.411 0.51 0.47 0.24 0.4044
H -6.997 -10.642 -6.157 0.42 -0.32 -0.39 0.3093
H -5.906 -9.386 -6.841 -0.17 0.05 -0.05 0.3003
H -5.424 -10.890 -4.197 -1.40 -0.29 0.08 0.2038
H -3.510 -11.744 -5.041 0.01 -0.43 0.16 0.3578
H -3.743 -10.809 -6.496 0.53 -0.38 -0.73 0.3406
H -4.842 -14.239 -7.301 0.35 -0.27 0.46 0.2409
H -3.305 -13.679 -6.390 -0.22 -0.55 0.24 0.2957
H -3.774 -13.020 -7.924 0.08 0.26 -0.20 0.3014
H -5.001 -8.689 -4.014 -0.46 0.41 -0.39 0.2518
H -3.705 -9.468 -3.866 0.50 -0.78 -0.29 0.2448
C -5.487 -6.458 8.086 1.10 -1.04 1.67 -1.3365
C -4.889 -7.482 9.159 -0.08 0.05 -2.43 0.3394
C -5.648 -8.840 9.133 -0.79 0.28 -0.02 -0.7026
O -5.155 -9.760 10.086 0.28 0.16 0.97 -0.3309
C -5.810 -11.017 10.068 0.47 -0.15 -0.53 -0.7496
N -3.491 -7.766 8.732 -0.04 0.02 1.45 -0.7685
H -6.446 -6.047 8.401 -0.26 -0.48 -0.48 0.3534
H -5.412 -7.009 7.148 -0.74 0.35 -0.23 0.3136
H -4.815 -5.603 8.022 0.18 -0.13 0.03 0.3722
H -4.833 -7.002 10.136 -0.15 -0.32 0.08 0.3322
H -5.572 -9.274 8.136 0.53 -0.01 -0.45 0.2991
H -6.732 -8.765 9.225 -0.33 0.49 0.54 0.4513
H -5.421 -11.751 10.773 0.60 0.63 0.38 0.2647
H -5.577 -11.454 9.097 -0.70 -0.24 -0.33 0.3229
H -6.871 -10.972 10.310 -0.23 0.33 -0.46 0.2841
H -3.294 -8.561 9.323 0.85 -0.16 0.29 0.2997
H -3.367 -8.161 7.811 -0.69 0.25 -0.48 0.2555
C -10.014 -7.199 -0.209 -0.33 0.35 -0.55 -0.8912
C -8.982 -6.339 0.557 -2.63 -0.71 0.67 -0.2775
O -8.242 -5.534 -0.292 1.30 0.02 -0.38 -0.5178
H -9.635 -8.106 -0.679 0.28 0.10 0.08 0.2351
H -10.432 -6.575 -0.999 0.22 0.08 -0.33 0.2713
H -10.927 -7.465 0.323 0.31 -0.14 0.69 0.3329
H -8.450 -6.982 1.259 0.91 0.25 -0.46 0.2928
H -9.575 -5.692 1.204 -0.10 0.10 0.31 0.2313
H -8.764 -4.754 -0.495 0.04 -0.03 -0.05 0.3216
C 2.240 -7.840 -2.293 -0.03 -0.46 -0.20 -0.9551
C 1.912 -8.912 -1.266 -1.02 0.91 1.26 -0.1463
O 0.604 -8.705 -0.681 -0.14 0.01 -0.70 -0.5391
H 1.891 -8.062 -3.302 0.22 -0.37 -0.02 0.2658
H 3.328 -7.821 -2.234 0.07 0.45 -0.65 0.2903
H 1.823 -6.850 -2.108 0.13 -0.12 0.68 0.2946
H 2.584 -8.760 -0.422 0.51 -0.37 -0.16 0.2436
H 1.988 -9.929 -1.654 0.16 0.03 -0.14 0.2508
H 0.571 -9.122 0.183 0.09 -0.09 -0.06 0.2952
C -0.591 -2.583 -8.676 0.13 -0.60 0.12 -1.0394
C -1.574 -3.070 -7.570 0.27 0.52 -0.62 -0.1208
O -1.826 -4.457 -7.723 0.24 -0.27 -0.31 -0.5248
H -0.763 -3.117 -9.610 -0.46 -0.13 0.05 0.3011
H 0.458 -2.803 -8.474 -0.01 -0.05 0.46 0.2767
H -0.635 -1.525 -8.936 -0.33 0.08 0.42 0.3242
H -2.511 -2.524 -7.681 -0.15 0.12 -0.05 0.2069
H -1.225 -2.884 -6.555 0.34 0.25 -0.06 0.2676
H -2.034 -4.846 -6.870 -0.03 0.07 0.00 0.3074


Record 2
13
Properties=species:S:1:pos:R:3:forces:R:3:nbo_charge:R:1 method="wB97M-V/def2-TZVPD" total_charge=0 e_homo_ev=-9.4 relative_energy_ev=3.235 gap_ev=10.1941 max_force_ev_per_a=0.58
C 0.797 1.815 -0.084 0.01 0.02 0.03 -0.6549
C 0.017 0.563 0.113 0.07 -0.02 0.07 0.1996
N -1.143 0.364 -0.726 0.13 0.22 0.00 -0.3129
O -1.788 -0.786 -0.171 -0.03 -0.19 -0.10 -0.3650
C -0.713 -1.507 0.300 0.21 -0.39 -0.21 0.5175
N -0.561 -2.693 -0.096 0.00 0.07 0.39 -0.6450
C 0.212 -0.506 0.886 0.04 0.11 -0.17 -0.3720
H 1.095 1.904 -1.137 -0.06 0.00 0.16 0.2302
H 0.196 2.695 0.163 0.04 -0.11 -0.03 0.2400
H 1.703 1.809 0.526 -0.15 0.00 -0.07 0.2306
H 0.349 -3.035 0.201 -0.08 -0.22 0.33 0.3418
H -0.798 -0.038 -1.609 -0.12 0.55 -0.13 0.3526
H 0.946 -0.658 1.667 -0.05 -0.05 -0.28 0.2375


Record 3
20
Properties=species:S:1:pos:R:3:forces:R:3:nbo_charge:R:1 method="wB97M-V/def2-TZVPD" smiles="C[C@H](CCN)NC=O" total_charge=0 e_homo_ev=-9.4 relative_energy_ev=1.184 gap_ev=10.3189 max_force_ev_per_a=1.21
O -1.722 -0.602 -2.557 0.04 -0.02 -0.04 -0.6102
C -0.986 -0.016 -1.791 -0.23 -0.07 0.06 0.5254
N -0.214 -0.629 -0.860 -0.07 0.06 -0.31 -0.6246
C 0.873 -0.002 -0.102 0.09 -0.72 -0.97 -0.0578
C 0.706 -0.347 1.384 -0.17 0.09 0.10 -0.4137
C 0.164 0.826 2.202 0.10 -0.78 -0.45 -0.2052
N -1.151 1.237 1.719 0.11 0.15 -0.17 -0.8579
C 2.230 -0.486 -0.668 -0.35 0.35 0.95 -0.6085
H -0.943 1.082 -1.757 0.17 0.13 0.05 0.1104
H -0.206 -1.638 -0.952 0.00 0.02 0.11 0.3933
H 0.798 1.053 -0.371 -0.15 0.17 0.76 0.2116
H 1.641 -0.717 1.802 0.22 0.37 0.07 0.2099
H 0.039 -1.216 1.488 -0.11 0.29 -0.15 0.2069
H 0.156 0.480 3.228 -0.11 0.24 0.45 0.1819
H 0.878 1.641 2.097 0.05 0.23 0.21 0.1734
H -1.521 0.581 1.046 -0.12 -0.04 0.15 0.3636
H -1.824 1.386 2.454 0.01 -0.03 0.02 0.3681
H 2.938 -0.504 0.159 0.25 -0.07 -0.10 0.2066
H 2.094 -1.502 -1.027 0.36 0.00 -0.35 0.2083
H 2.618 0.222 -1.399 -0.08 -0.40 -0.38 0.2186